Entry from the Open Molecules 2025 dataset: a structure of composition C19H20BBiF6NO6S6Sb (ωB97M-V/def2-TZVPD).

Calculated values
HOMO energy	-1.63	eV
Kohn-Sham gap	5.34	eV
molar mass	1006.3	g/mol
LUMO level	3.72	eV
ΔE to the lowest compared entry with this formula, charge and spin	39.8	kcal/mol

Geometry as ORCA input:
```
! RIJCOSX wB97M-V def2-TZVPD def2/J DEFGRID3
* xyz -2 1
Bi -1.26 1.03 2.10
C 0.62 3.30 5.22
C 0.77 3.43 3.73
C 1.75 2.72 3.05
C 1.83 2.78 1.66
C 0.95 3.56 0.94
C -0.01 4.31 1.61
C -0.09 4.24 3.00
H 1.06 4.16 5.74
H 1.11 2.39 5.58
H -0.43 3.24 5.50
H 2.41 2.07 3.60
H 2.58 2.18 1.14
H 0.99 3.58 -0.14
H -0.72 4.91 1.06
H -0.86 4.80 3.52
F 2.77 -2.92 5.88
C 2.47 -1.63 5.76
F 3.35 -1.07 4.93
F 2.65 -1.06 6.97
S 0.72 -1.35 5.19
O 0.78 -0.05 4.58
O -0.04 -1.51 6.39
N 0.53 -2.57 4.23
S 0.37 -2.58 2.67
O 0.58 -1.33 2.01
O -0.64 -3.49 2.23
C 1.91 -3.50 2.24
F 3.01 -2.87 2.68
F 2.02 -3.62 0.91
F 1.92 -4.74 2.76
S -5.95 -1.76 2.66
Sb -3.94 -1.79 1.59
S -3.56 1.97 1.47
S -2.37 -0.88 3.28
S -3.89 0.40 0.15
C -1.35 -1.18 -6.79
C -0.27 -0.50 -5.94
C -0.25 0.98 -6.31
C 1.10 -1.10 -6.29
C -0.57 -0.72 -4.45
C -0.75 -2.02 -3.98
C -1.03 -2.30 -2.64
C -1.12 -1.23 -1.78
O -1.39 -1.23 -0.45
B -1.45 0.14 -0.08
O -1.05 0.94 -1.19
C -0.93 0.07 -2.23
C -0.65 0.35 -3.55
H -1.18 -0.98 -7.85
H -2.34 -0.81 -6.53
H -1.36 -2.26 -6.65
H -0.06 1.08 -7.38
H 0.53 1.52 -5.78
H -1.21 1.46 -6.09
H 1.33 -0.94 -7.34
H 1.11 -2.18 -6.10
H 1.88 -0.64 -5.68
H -0.68 -2.85 -4.67
H -1.17 -3.31 -2.28
H -0.50 1.37 -3.85
*
```

Results of the Löwdin charge analysis, in e, for atoms 1 through 6: 1.080 -0.049 -0.331 -0.089 -0.111 -0.131